1.
Below is a 2-piece molecular cluster, C5H11NO overall at a distorted geometry, with properties calculated with ωB97M-V/def2-TZVPD.

Structure (XYZ):
```
18
Properties=species:S:1:pos:R:3
C 0.4956 0.2566 -2.1377
N 1.4757 0.5320 -1.0614
C 0.9593 0.6440 0.2636
C -0.3377 0.8639 0.5545
C -0.8039 0.5116 1.8995
C -2.0462 0.3210 2.2968
H -0.2270 1.0562 -2.2876
H 1.1070 -0.0647 -2.9771
H -0.1502 -0.5914 -1.8967
H 2.0009 1.3322 -1.3786
H 1.6818 0.4541 1.0479
H -1.0346 1.2394 -0.1772
H 0.0379 0.3296 2.5646
H -2.4800 -0.0089 3.2318
H -2.8973 0.5458 1.6478
H 1.1549 -1.8508 -0.3197
H 0.3121 -2.8702 -1.0541
O 0.7515 -2.7004 -0.2165
```

## Properties
- HOMO energy (eV) = -8.3
- net charge = 0
- HOMO-LUMO gap (eV) = 9.169
- SMILES = C=C/C=C/NC.O
- spin multiplicity = 1

Mulliken atomic charge list, values in e, 6 entries: atom 1 (C): -0.969, atom 2 (N): -0.288, atom 3 (C): -0.490, atom 4 (C): 0.027, atom 5 (C): -0.055, atom 6 (C): -0.857

***

2.
Below is a 2-piece molecular cluster, C5H5NO overall at a distorted geometry, with properties calculated with ωB97M-V/def2-TZVPD.

Structure (XYZ):
```
12
Properties=species:S:1:pos:R:3
O -2.0224 -0.8329 2.1666
C -1.6752 -1.4618 1.2885
C -0.2384 0.5233 0.0563
C 1.1562 0.9168 0.4013
C 0.8378 0.6642 -1.0398
C 0.1082 -0.5709 -0.8582
N -0.1214 -1.7320 -1.2846
H -0.8358 -2.1374 -0.6766
H -1.1393 1.1104 0.1855
H 1.7810 0.2027 0.9377
H 1.3075 1.9543 0.6878
H 0.8418 1.3632 -1.8644
```

## Properties
- HOMO energy (eV) = -9.6
- net charge = 0
- HOMO-LUMO gap (eV) = 10.459
- spin multiplicity = 1

Mulliken atomic charge list, values in e, 6 entries: atom 1 (O): -0.122, atom 2 (C): 0.033, atom 3 (C): -0.483, atom 4 (C): -0.423, atom 5 (C): -0.548, atom 6 (C): 0.949

***

3.
Below is C18H36BN2O36S7 as an isolated structure at a distorted geometry, with properties calculated with ωB97M-V/def2-TZVPD.

Structure (XYZ):
```
100
Properties=species:S:1:pos:R:3
N -0.8794 4.6876 2.7813
H -1.4595 4.2075 3.4671
H 0.0814 4.4982 3.0872
H -0.9176 5.6983 2.9272
H -0.9495 4.3305 1.8198
N -2.1863 0.9438 -2.4930
H -2.5055 0.4159 -1.6590
H -2.9515 1.4908 -2.8865
H -2.1056 0.1814 -3.1810
H -1.2869 1.4142 -2.4823
O -1.3210 1.9947 2.3812
C -0.7851 1.5123 1.4184
O -0.6487 0.2310 1.1849
B 0.1939 0.0925 -0.0100
O 0.4655 1.4501 -0.5227
C -0.0680 2.3174 0.3198
O 0.0067 3.5156 0.3706
O -0.4118 -0.7741 -1.0545
C 0.5418 -1.5568 -1.5794
O 0.4178 -2.2875 -2.5142
C 1.7988 -1.3516 -0.7469
O 1.5202 -0.5223 0.2146
O 2.9031 -1.7360 -1.0392
C -5.1878 0.3471 2.9005
C -3.8856 -0.3236 3.2963
O -3.3998 -0.8210 2.0395
S -4.3328 -0.3792 0.7481
O -5.2072 -1.4555 0.4233
O -3.4929 0.1515 -0.2974
O -5.1295 0.7434 1.5137
H -5.5156 1.2239 3.4516
H -5.9976 -0.3857 2.9423
H -3.9960 -1.1571 3.9850
H -3.2231 0.4401 3.6989
C 2.9832 5.5091 -0.9646
C 2.2029 6.3903 -1.9091
O 1.1750 6.8879 -1.0317
S 1.8074 7.2682 0.4432
O 0.9532 6.7590 1.4992
O 2.3312 8.6010 0.4638
O 3.1028 6.2463 0.2333
H 3.9953 5.3505 -1.3371
H 2.4800 4.5656 -0.7496
H 1.7032 5.7511 -2.6333
H 2.7300 7.2525 -2.3118
C 0.5113 -0.8230 4.4625
C 1.0047 -2.2707 4.3245
O 0.0622 -3.0878 4.9538
S -1.0456 -2.3056 5.8344
O -0.5507 -2.2370 7.1862
O -2.3447 -2.8720 5.6221
O -0.8604 -0.9467 4.9385
H 0.5307 -0.3190 3.5035
H 0.9962 -0.3472 5.3126
H 1.9993 -2.3855 4.7574
H 1.0005 -2.6327 3.2943
C -1.8953 -4.2701 -3.7970
C -1.6932 -4.3440 -2.2512
O -2.7172 -3.5567 -1.6039
S -3.7938 -3.0010 -2.7141
O -3.4516 -1.6248 -2.9809
O -5.1278 -3.3665 -2.3597
O -3.3120 -4.0445 -3.8216
H -1.8136 -5.2456 -4.2635
H -1.2809 -3.4718 -4.2056
H -0.7508 -3.8918 -1.9429
H -1.6969 -5.3418 -1.8160
C 3.5468 -3.9215 1.1251
C 4.2595 -4.4793 2.3547
O 5.2499 -5.3646 1.8715
S 5.9854 -4.5596 0.6584
O 6.3892 -5.4205 -0.4020
O 7.0109 -3.7108 1.2381
O 4.6758 -3.6290 0.2810
H 3.0229 -2.9950 1.3385
H 2.9142 -4.7204 0.7353
H 3.6010 -5.0148 3.0355
H 4.7613 -3.6626 2.8810
C -2.8221 6.2989 -1.9481
C -1.7975 6.1743 -0.8443
O -2.4079 5.4954 0.2277
S -3.5171 4.4707 -0.3091
O -4.6866 4.5359 0.5118
O -2.9297 3.1924 -0.5183
O -3.7759 5.2569 -1.7111
H -2.3718 6.1653 -2.9323
H -3.3389 7.2570 -2.0153
H -1.5091 7.1607 -0.4883
H -0.9396 5.6332 -1.2428
C 3.1599 -3.8703 -3.1914
C 2.8763 -4.1951 -4.6795
O 3.9145 -5.0494 -5.0450
S 4.6431 -5.8539 -3.7725
O 5.9970 -5.3958 -3.6774
O 4.2952 -7.2309 -3.5986
O 3.6670 -5.0607 -2.7049
H 2.2222 -3.7443 -2.6589
H 3.8796 -3.0651 -3.0338
H 2.7869 -3.3167 -5.3193
H 1.9181 -4.7137 -4.8066
```

## Properties
- HOMO energy (eV) = -12.2
- net charge = +1
- HOMO-LUMO gap (eV) = 8.967
- spin multiplicity = 1

Mulliken atomic charge list, values in e, 6 entries: atom 1 (N): -0.072, atom 2 (H): 0.347, atom 3 (H): 0.407, atom 4 (H): 0.390, atom 5 (H): -0.169, atom 6 (N): -0.014

***

4.
Below is an isolated ion of composition CClNO2P and charge -1 at a distorted geometry, with properties calculated with ωB97M-V/def2-TZVPD.

Structure (XYZ):
```
6
Properties=species:S:1:pos:R:3
C -1.1391 -0.5056 0.1026
N -1.9890 -1.2605 0.0983
O 0.5697 1.2776 1.2430
O 0.5571 1.0615 -1.3906
P 0.3454 0.5023 -0.0374
Cl 1.6558 -1.0754 -0.0159
```

## Properties
- HOMO energy (alpha / beta) (eV) = 0.1 / -6.8
- net charge = -1
- HOMO-LUMO gap (alpha / beta) (eV) = 3.675 / 6.286
- ⟨S²⟩ = 2.02
- spin multiplicity = 3

Formally, the Mulliken partial charges of the atoms, in units of the elementary charge, are as follows: atom 1 (C): -0.187, atom 2 (N): -0.428, atom 3 (O): -0.281, atom 4 (O): -0.323, atom 5 (P): 0.561, atom 6 (Cl): -0.340

***

5.
Below is C38H29BrF3I2N9STi as an isolated structure at a distorted geometry, with properties calculated with ωB97M-V/def2-TZVPD.

Structure (XYZ):
```
84
Properties=species:S:1:pos:R:3
Ti -0.6323 0.8945 -0.8930
S -1.5617 -1.0933 -2.3123
C 0.0357 -1.7510 -2.3697
N 0.2196 -2.7633 -3.2371
N 1.2289 -3.5661 -3.1086
C 1.8939 -4.0011 -1.9168
C 1.1605 -4.1940 -0.7509
C 1.8140 -4.6813 0.3650
C 3.1747 -4.9755 0.3153
C 3.8811 -4.7981 -0.8627
C 3.2390 -4.3088 -1.9957
N 1.1106 -1.3390 -1.6916
N 1.0440 -0.2597 -0.9816
C 2.3621 0.0021 -0.4442
C 2.8164 1.3090 -0.3172
C 4.0655 1.5538 0.2349
C 4.8544 0.5004 0.6699
C 4.3950 -0.8021 0.5355
C 3.1565 -1.0605 -0.0262
H 1.3892 -4.1367 -3.9321
H 0.0984 -3.9870 -0.7281
H 1.2611 -4.8511 1.2782
H 3.6739 -5.3583 1.1920
H 4.9330 -5.0389 -0.9094
H 3.7805 -4.1564 -2.9168
H 2.2180 2.1426 -0.6664
H 4.4148 2.5716 0.3233
H 5.8213 0.6918 1.1075
H 4.9989 -1.6304 0.8759
H 2.7978 -2.0746 -0.1076
F -4.7784 -2.9333 3.6655
C -3.5048 -3.2260 3.3864
F -3.4635 -4.4881 2.9290
F -2.8140 -3.1921 4.5348
C -2.9083 -2.2682 2.3781
C -3.6253 -1.2009 1.8714
C -2.9930 -0.3474 0.9776
N -1.7352 -0.5137 0.5760
C -1.0528 -1.5583 1.0693
C -1.5931 -2.4518 1.9703
H -4.6481 -1.0161 2.1650
H -3.5216 0.5148 0.5813
H -0.0269 -1.6666 0.7377
H -0.9913 -3.2614 2.3530
C -0.2037 1.7414 1.0953
C -0.0554 0.9945 2.3758
C -1.1320 0.9428 3.2668
C -1.0793 0.1887 4.4232
C 0.0754 -0.5240 4.7266
C 1.1863 -0.4319 3.8901
C 1.1186 0.3252 2.7360
C 0.1177 -1.3458 5.9024
N 0.1346 -2.0048 6.8396
H 0.7204 2.3035 0.9003
H -1.0011 2.4784 1.2341
H -2.0361 1.4961 3.0482
H -1.9276 0.1445 5.0929
H 2.0978 -0.9523 4.1469
H 1.9946 0.3859 2.1118
N -6.7733 5.6132 -0.9617
C -5.8549 4.9308 -0.9588
C -4.7007 4.0733 -0.9601
C -4.7829 2.7865 -1.4824
C -3.6447 1.9993 -1.4623
N -2.4653 2.4078 -0.9674
C -2.4169 3.6440 -0.4477
C -3.4926 4.5121 -0.4297
H -5.6994 2.4004 -1.9028
H -3.6741 0.9968 -1.8771
H -1.4715 3.9522 -0.0134
H -3.3891 5.5008 -0.0083
I -1.7849 0.9153 -4.2070
I -1.9493 3.3374 -5.4652
Br 3.5664 1.7490 -4.9715
C 2.2691 2.6091 -3.9267
C 2.0598 3.9781 -4.0234
C 1.0719 4.5352 -3.2330
C 0.3463 3.7180 -2.3817
N 0.5684 2.4063 -2.2566
C 1.5141 1.8638 -3.0395
H 2.6446 4.5761 -4.7059
H 0.8413 5.5878 -3.2835
H -0.4496 4.1389 -1.7874
H 1.6685 0.7963 -2.9619
```

## Properties
- HOMO energy (alpha / beta) (eV) = -10.5 / -10.6
- net charge = +1
- HOMO-LUMO gap (alpha / beta) (eV) = 6.119 / 6.379
- ⟨S²⟩ = 1.10
- spin multiplicity = 2

Mulliken atomic charge list, values in e, 6 entries: atom 1 (Ti): 0.207, atom 2 (S): -0.727, atom 3 (C): 0.846, atom 4 (N): -0.826, atom 5 (N): 0.154, atom 6 (C): 0.539

***

6.
Below is C2H10N4S as an isolated structure at a distorted geometry, with properties calculated with ωB97M-V/def2-TZVPD.

Structure (XYZ):
```
17
Properties=species:S:1:pos:R:3
C 0.5988 -0.2782 -0.6200
C -1.8237 -0.9769 -0.5284
N 0.4465 1.5282 0.0258
N -0.4512 -1.0112 -0.0862
N 1.3446 1.9972 0.7438
N -0.3288 -1.4684 1.1745
S 2.2673 -0.7075 -0.0598
H 0.5389 0.0009 -1.7481
H -2.3739 -0.2059 -0.0511
H -1.7041 -0.8485 -1.5107
H -2.3133 -1.9837 -0.3556
H 0.4366 1.9770 -0.8861
H 2.1374 2.6236 0.5517
H 1.1600 1.7841 1.7093
H -0.6916 -2.3854 1.4086
H 0.1116 -1.0440 1.9907
H 2.9396 -0.1417 -1.1076
```

## Properties
- HOMO energy (alpha / beta) (eV) = -18.7 / -18.2
- net charge = +2
- HOMO-LUMO gap (alpha / beta) (eV) = 7.594 / 6.551
- spin multiplicity = 1

Mulliken atomic charge list, values in e, 6 entries: atom 1 (C): -0.301, atom 2 (C): -0.830, atom 3 (N): -0.063, atom 4 (N): 0.534, atom 5 (N): -0.103, atom 6 (N): -0.543

***

7.
Below is C4H4N2O2 in the gas phase at a distorted geometry, with properties calculated with ωB97M-V/def2-TZVPD.

Structure (XYZ):
```
12
Properties=species:S:1:pos:R:3
C 1.6091 -0.9045 -0.0187
C 0.2971 -0.5308 0.0410
C -1.8398 -0.4974 -0.0280
C -0.0825 0.8776 0.0232
H 2.0827 0.8313 0.0010
H 1.8812 -1.9628 -0.0422
H -2.8667 -0.7704 0.0522
H -2.0252 1.6315 0.0030
N -0.8424 -1.3283 0.0157
N -1.4477 0.8096 -0.0397
O 2.5874 -0.0519 -0.0159
O 0.6468 1.8962 0.0086
```

## Properties
- HOMO energy (eV) = -8.7
- net charge = 0
- HOMO-LUMO gap (eV) = 8.881
- SMILES = O=C1NC=N/C1=C/O
- spin multiplicity = 1

Mulliken atomic charge list, values in e, 6 entries: atom 1 (C): -0.095, atom 2 (C): 0.283, atom 3 (C): -0.151, atom 4 (C): 0.506, atom 5 (H): 0.410, atom 6 (H): 0.388

***

8.
Below is a 2-piece molecular cluster, C2H10N2S overall at a distorted geometry, with properties calculated with ωB97M-V/def2-TZVPD.

Structure (XYZ):
```
15
Properties=species:S:1:pos:R:3
C 2.2110 0.2968 1.7263
S 1.0417 -1.1937 1.9389
H 2.9903 0.3827 2.6112
H 2.5498 0.3097 0.6488
H 1.5529 1.1456 1.9207
H 1.7552 -2.2407 1.2622
N -1.6063 1.4660 -1.7975
C -1.0165 0.0148 -1.4158
N -1.4422 -0.6978 -0.2276
H -1.9746 1.9103 -0.9330
H -2.4993 1.2687 -2.3809
H -1.1901 -0.6710 -2.3618
H 0.0513 0.1131 -1.3929
H -1.5169 -1.6912 -0.1977
H -0.9062 -0.4135 0.5990
```

## Properties
- HOMO energy (eV) = -8.8
- net charge = 0
- HOMO-LUMO gap (eV) = 9.500
- SMILES = NCN.CS
- spin multiplicity = 1

Mulliken atomic charge list, values in e, 6 entries: atom 1 (C): -0.637, atom 2 (S): -0.292, atom 3 (H): 0.281, atom 4 (H): 0.266, atom 5 (H): 0.227, atom 6 (H): 0.157